This record from the OMol25 dataset describes a single C3H6N2O2 molecule. The level of theory is ωB97M-V with the def2-TZVPD basis set.

Each line ends with the Mulliken charge.
Atoms and positions in Å:
1 H 1.66 0.16 -1.13  0.20
2 N 0.65 0.10 -1.20  -0.69
3 C 0.06 0.01 -0.08  0.75
4 N 0.60 -0.04 1.21  -0.09
5 C 1.92 0.04 1.57  0.08
6 O 2.30 -0.01 2.71  -0.53
7 O -1.27 -0.07 0.02  -0.38
8 C -1.98 -0.05 -1.22  -0.65
9 H -0.06 -0.14 1.97  0.26
10 H 2.61 0.15 0.71  0.21
11 H -3.04 -0.04 -0.95  0.23
12 H -1.73 -0.94 -1.80  0.30
13 H -1.71 0.83 -1.80  0.30

Values from the calculation:
LUMO ... 0.8 eV
F_max ... 0.398 eV Å⁻¹
Total charge ... 0
ΔE to the lowest compared entry with this formula, charge and spin ... 130.5 kJ/mol
Electronic energy ... -377.9096 Ha